Density functional theory data (ωB97M-V with the def2-TZVPD basis set) for 5 unconnected molecules or ions with the total composition C29H54O11S4.

Positions of all 98 atoms, in Å:
C -1.259 1.986 1.910
C -0.619 1.258 0.979
C -1.056 1.457 -0.461
C -2.526 1.021 -0.753
O -3.420 0.794 0.012
O -2.574 0.968 -2.117
C -1.283 1.102 -2.737
C -0.287 0.724 -1.573
C -0.353 -0.853 -1.583
C 1.055 -1.497 -1.673
C 1.306 -2.710 -0.728
C 0.070 -3.584 -0.434
C 0.418 -4.862 0.391
C -0.899 -5.354 1.105
O -0.843 -5.238 2.519
C -0.741 -3.884 2.897
H -1.567 1.576 2.875
H -1.478 3.019 1.606
H 0.206 0.586 1.247
H -0.959 2.532 -0.724
H -1.145 0.594 -3.692
H -1.130 2.198 -2.833
H 0.659 1.190 -1.875
H -0.909 -1.178 -2.473
H -0.932 -1.143 -0.695
H 1.220 -1.816 -2.727
H 1.850 -0.760 -1.465
H 2.028 -3.366 -1.255
H 1.813 -2.420 0.208
H -0.587 -2.988 0.222
H -0.519 -3.854 -1.322
H 0.699 -5.651 -0.324
H 1.222 -4.690 1.116
H -1.733 -4.706 0.767
H -1.123 -6.387 0.805
H -1.380 -3.220 2.284
H 0.296 -3.509 2.810
H -1.068 -3.816 3.946
O 3.140 -2.344 -4.631
S 3.014 -0.910 -4.570
O 1.766 -0.265 -4.241
C 4.300 -0.272 -3.502
C 5.485 -0.040 -4.433
C 4.905 0.597 -5.699
C 3.664 -0.214 -6.092
H 4.510 -0.988 -2.710
H 3.941 0.666 -3.077
H 6.238 0.596 -3.969
H 5.955 -0.994 -4.683
H 4.618 1.630 -5.490
H 5.633 0.618 -6.510
H 2.903 0.414 -6.552
H 3.917 -1.039 -6.756
O 2.303 6.312 -5.964
S 1.628 5.380 -5.097
O 2.130 4.046 -4.878
C 1.352 6.168 -3.516
C 0.003 6.862 -3.670
C -0.901 5.861 -4.400
C -0.100 5.294 -5.578
H 2.168 6.854 -3.299
H 1.307 5.385 -2.758
H -0.410 7.151 -2.704
H 0.115 7.766 -4.273
H -1.174 5.053 -3.717
H -1.825 6.326 -4.741
H -0.362 4.258 -5.785
H -0.227 5.895 -6.477
O -2.063 -8.619 4.601
S -2.782 -7.385 4.395
O -2.290 -6.355 3.504
C -4.477 -7.780 3.967
C -5.196 -7.873 5.308
C -4.680 -6.693 6.141
C -3.154 -6.662 5.998
H -4.506 -8.706 3.397
H -4.867 -6.957 3.368
H -6.279 -7.838 5.185
H -4.942 -8.813 5.804
H -5.105 -5.763 5.756
H -4.975 -6.778 7.187
H -2.764 -5.647 6.029
H -2.668 -7.270 6.760
O 2.254 6.160 2.846
S 0.902 5.691 3.016
O -0.024 5.611 1.913
C 0.949 4.115 3.855
C 0.919 4.474 5.337
C -0.124 5.590 5.475
C 0.143 6.609 4.361
H 1.843 3.566 3.564
H 0.057 3.558 3.567
H 0.670 3.611 5.953
H 1.898 4.843 5.652
H -1.125 5.169 5.355
H -0.083 6.062 6.456
H -0.775 7.070 4.005
H 0.845 7.377 4.680

Cartesian forces, eV/Å:
C 0.332 0.035 -0.379
C -0.264 0.333 -0.074
C 1.584 -0.059 0.503
C 1.373 0.470 -0.079
O 0.450 0.223 -1.044
O -1.333 -0.929 -0.182
C 1.124 2.177 1.930
C -1.737 -0.591 -2.426
C 1.022 0.913 0.619
C 0.174 -0.699 0.225
C 0.101 -0.690 -1.063
C 0.607 0.399 1.390
C -1.490 -0.067 -0.908
C 0.679 0.579 -0.096
O 1.820 1.624 -1.871
C 0.121 0.015 0.192
H 1.049 0.643 0.217
H -1.291 -0.614 0.155
H -1.075 -0.846 -0.200
H -0.419 -0.244 0.241
H -0.481 -0.198 0.371
H -0.191 -0.370 -0.763
H 0.084 -0.484 0.553
H -0.041 0.093 0.433
H 0.336 -0.261 -0.219
H -0.242 0.124 1.009
H -0.395 -0.089 -0.109
H -0.072 0.297 0.274
H -0.458 0.001 -0.169
H 0.013 -0.165 -0.397
H 0.314 0.137 0.084
H 0.363 0.215 0.364
H -0.187 -0.079 -0.183
H 0.153 -0.351 -0.105
H 0.043 0.180 0.587
H 0.038 -0.280 0.190
H -0.267 -0.025 0.104
H 0.172 -0.011 -0.272
O -0.296 -0.016 0.075
S 0.369 0.422 -0.111
O -0.131 -0.115 -0.289
C 0.339 0.103 0.146
C 0.020 -0.078 -0.090
C 0.005 0.130 0.052
C 0.208 0.252 -0.316
H -0.182 -0.059 -0.026
H -0.062 -0.030 -0.029
H -0.018 -0.021 0.007
H -0.004 0.003 0.066
H -0.024 -0.031 0.001
H -0.036 -0.011 0.000
H -0.112 -0.130 0.066
H -0.080 -0.080 0.106
O 0.130 -0.171 -0.061
S -0.213 0.035 0.286
O 0.247 -0.019 -0.201
C -0.166 0.226 0.246
C -0.057 0.011 -0.095
C 0.002 0.005 0.084
C -0.459 0.000 -0.003
H 0.093 -0.106 -0.101
H 0.047 -0.025 -0.049
H 0.029 -0.004 -0.012
H 0.033 -0.006 0.034
H 0.017 0.015 -0.010
H 0.015 -0.033 -0.005
H 0.168 -0.001 -0.077
H 0.141 -0.004 0.005
O 0.097 0.083 -0.077
S -0.256 0.360 -0.287
O -1.744 -1.940 1.568
C -0.366 -0.183 0.139
C 0.030 0.002 0.069
C -0.057 0.012 -0.024
C -0.232 0.119 0.376
H 0.157 0.041 -0.042
H 0.092 0.009 -0.017
H 0.020 -0.015 0.007
H -0.011 -0.003 -0.045
H 0.013 -0.026 -0.012
H 0.018 0.019 -0.018
H 0.143 -0.079 -0.093
H 0.062 -0.044 -0.107
O -0.061 0.066 -0.235
S -0.193 -0.243 0.178
O 0.232 0.127 -0.182
C 0.000 -0.229 0.359
C 0.028 0.124 0.022
C -0.028 -0.089 0.033
C -0.215 0.124 0.386
H -0.020 0.093 -0.171
H 0.064 0.039 -0.070
H 0.017 0.006 -0.024
H -0.002 -0.040 -0.016
H 0.027 0.000 -0.014
H -0.012 0.009 -0.031
H 0.106 0.032 -0.151
H 0.064 -0.040 -0.122

* LUMO energy: 0.0172 Ha
* multiplicity: 1
* frontier orbital gap: 9.10 eV
* structure (SMILES): C=C[C@@H]1C(=O)OC[C@@H]1CCCCCCOC.O=S1(=O)CCCC1.O=S1(=O)CCCC1.O=S1(=O)CCCC1.O=S1(=O)CCCC1
* max |F|: 3.1 eV Å⁻¹
* HOMO energy: -8.63 eV
* net charge: 0

***

Density functional theory data (ωB97M-V with the def2-TZVPD basis set) for 4 unconnected molecules or ions with the total composition C24H23F3O14Si.

Positions of all 65 atoms, in Å:
C -7.291 -1.288 -1.640
C -7.136 -2.514 -2.519
O -8.063 -3.241 -2.712
O -5.920 -2.803 -3.094
C -5.005 -3.201 -2.039
C -3.626 -3.528 -2.617
C -2.545 -3.263 -1.532
Si -2.853 -4.176 0.103
C -3.502 -2.971 1.472
F -2.536 -2.683 2.386
F -3.885 -1.757 0.970
F -4.593 -3.461 2.105
H -7.040 -1.608 -0.618
H -8.311 -0.911 -1.646
H -6.552 -0.520 -1.892
H -5.475 -4.039 -1.514
H -4.868 -2.324 -1.388
H -3.461 -2.780 -3.403
H -3.565 -4.522 -3.065
H -2.490 -2.182 -1.353
H -1.571 -3.561 -1.940
H -1.700 -4.987 0.523
H -3.959 -5.115 -0.176
O 1.194 -3.048 0.222
C 1.786 -3.718 1.052
C 1.374 -3.809 2.441
C 2.083 -4.552 3.302
O 1.748 -4.670 4.583
C 3.310 -5.306 2.871
O 3.918 -5.948 3.706
C 3.707 -5.232 1.474
C 2.997 -4.491 0.613
O 3.317 -4.391 -0.675
H 0.491 -3.260 2.739
H 2.420 -5.257 4.981
H 4.581 -5.791 1.172
H 2.650 -3.798 -1.071
O 1.655 1.101 -1.012
C 1.332 1.358 0.134
C 1.125 0.344 1.154
C 0.755 0.700 2.390
O 0.555 -0.193 3.359
C 0.540 2.138 2.767
O 0.186 2.393 3.903
C 0.770 3.156 1.753
C 1.143 2.799 0.516
O 1.368 3.695 -0.445
H 1.280 -0.689 0.873
H 0.295 0.323 4.147
H 0.628 4.188 2.039
H 1.614 3.168 -1.232
O 5.210 5.197 -1.467
C 4.729 6.314 -1.538
C 5.485 7.484 -1.953
C 4.894 8.685 -1.992
O 5.540 9.787 -2.366
C 3.451 8.868 -1.613
O 2.979 9.989 -1.653
C 2.689 7.693 -1.220
C 3.280 6.491 -1.184
O 2.623 5.383 -0.832
H 6.523 7.341 -2.222
H 4.888 10.512 -2.304
H 1.648 7.834 -0.966
H 3.287 4.670 -0.891

Cartesian forces, eV/Å:
C 1.219 -0.125 0.229
C -0.848 -0.011 -0.256
O -0.242 -0.198 -0.221
O 0.220 0.093 0.739
C 0.161 0.415 -0.626
C -0.215 0.860 0.300
C 0.099 -0.247 -0.106
Si -0.168 -0.331 -1.189
C 0.132 0.526 -0.027
F -0.484 -0.249 0.037
F 0.073 -0.396 0.001
F 0.482 0.115 0.160
H -0.201 0.108 -0.113
H 0.101 -0.140 -0.173
H -0.293 -0.009 -0.064
H 0.245 0.136 0.134
H -0.128 -0.344 0.192
H -0.016 -0.335 -0.072
H -0.055 0.064 0.185
H 0.027 -0.180 0.015
H -0.089 0.069 0.232
H 0.114 0.225 0.354
H -0.033 -0.022 0.288
O 0.149 -0.082 -0.263
C -0.305 0.070 0.432
C -0.074 0.087 -0.161
C -0.390 0.251 0.096
O 0.334 -0.199 -0.124
C 0.307 -0.131 -0.352
O -0.212 0.077 0.212
C 0.029 -0.057 0.140
C 0.379 -0.247 -0.121
O -0.332 0.202 0.125
H 0.021 0.014 0.035
H -0.017 0.009 0.051
H -0.001 0.018 -0.021
H 0.041 0.017 -0.047
O 0.028 0.314 -0.071
C -0.002 -0.444 0.182
C 0.073 -0.041 -0.161
C 0.068 -0.414 -0.163
O -0.049 0.374 0.092
C 0.013 0.456 -0.108
O 0.017 -0.293 0.071
C -0.028 -0.029 0.142
C -0.169 0.373 0.101
O -1.067 -2.189 0.406
H -0.057 -0.025 -0.013
H -0.022 -0.040 0.023
H -0.011 0.003 -0.030
H -0.164 -0.001 -0.066
O -0.282 -0.127 0.077
C 0.414 0.230 -0.158
C 0.014 -0.165 0.030
C 0.450 -0.104 -0.114
O -0.380 0.047 0.105
C -0.432 -0.201 0.145
O 0.270 0.117 -0.109
C 0.007 0.176 -0.027
C -0.415 0.046 0.109
O 1.652 1.865 -0.620
H 0.001 0.029 0.003
H 0.030 0.034 -0.005
H 0.004 -0.023 0.011
H 0.009 -0.020 0.124

* LUMO energy: -0.0643 Ha
* energy relative to the best compared isomer or geometry (same formula, charge and spin): 0.0 kcal/mol
* multiplicity: 1
* frontier orbital gap: 8.03 eV
* structure (SMILES): CC(=O)OCCC[SiH2]C(F)(F)F.O=C1C=C(O)C(=O)C=C1O.O=C1C=C(O)C(=O)C=C1O.O=C1C=C(O)C(=O)C=C1O
* max |F|: 2.6 eV Å⁻¹
* HOMO energy: -9.78 eV
* net charge: 0

***

Density functional theory data (ωB97M-V with the def2-TZVPD basis set) for C4H4FNO in the gas phase.

Positions of all 11 atoms, in Å:
O 1.972 -0.568 0.008
C 0.619 -0.386 0.098
N -0.267 -1.398 -0.148
C -1.569 -0.826 0.027
C -1.475 0.509 -0.011
C -0.098 0.807 0.135
F 0.402 1.991 -0.068
H 2.232 -1.462 -0.198
H -0.020 -2.400 0.356
H -2.359 -1.614 -0.069
H -2.235 1.257 -0.001

Cartesian forces, eV/Å:
O -0.282 1.029 0.410
C 0.313 1.112 -0.916
N 0.087 -2.697 3.174
C -0.477 -3.485 -1.483
C 0.194 0.297 1.067
C 0.719 -2.726 -0.715
F 0.911 1.875 0.182
H -0.276 -0.429 -0.118
H -1.145 3.400 -1.770
H 0.438 1.521 0.262
H -0.482 0.102 -0.093

* LUMO energy: 0.0196 Ha
* energy relative to the best compared isomer or geometry (same formula, charge and spin): 32.8 kcal/mol
* multiplicity: 1
* frontier orbital gap: 8.32 eV
* structure (SMILES): Oc1[nH]ccc1F
* max |F|: 4.2 eV Å⁻¹
* HOMO energy: -7.79 eV
* net charge: 0

***

Question: What is the net charge in the third record?
Answer: 0

***

Question: Which value of frontier orbital gap does entry 1 give?
Answer: 9.10 eV

***

Question: What is the LUMO energy in the second record?
Answer: -0.0643 Ha